(1)
Below is a single C3HClF2S molecule at a distorted geometry, with properties calculated with ωB97M-V/def2-TZVPD.

Geometry as XYZ:
```
8
Properties=species:S:1:pos:R:3:lowdin_charge:R:1
C 1.012 -0.314 -0.716 -0.393
C 0.110 0.498 -0.095 -0.596
C -1.102 -0.070 0.546 -0.701
H -1.647 0.703 1.215 0.054
F 0.748 -1.544 -0.986 0.179
F 2.325 -0.069 -0.830 0.129
S -2.071 -1.368 0.566 0.682
Cl 0.625 2.165 0.300 0.646
```

- Charge: 0
- Highest occupied orbital energy: -8.946 eV
- LUMO energy: -0.0389 Eh
- Structure (SMILES): FC(F)=C(Cl)C=S
- HOMO-LUMO gap: 0.2898 hartree
- ΔE to the lowest compared entry with this formula, charge and spin: 49.82 kJ/mol

***

(2)
Below is a single C3H6N2O molecule, with properties calculated with ωB97M-V/def2-TZVPD.

Geometry as XYZ:
```
12
Properties=species:S:1:pos:R:3:lowdin_charge:R:1
N -0.619 -1.649 -0.200 0.166
C -0.624 -0.728 0.797 -0.528
O -0.812 -0.981 1.974 0.044
C -0.258 0.663 0.344 -0.226
C 1.139 0.837 -0.118 -0.132
N 0.048 0.810 -1.081 0.010
H -0.864 -2.600 0.026 0.112
H -0.617 -1.330 -1.158 0.092
H -0.716 1.456 0.934 0.148
H 1.801 -0.021 -0.155 0.110
H 1.601 1.798 0.086 0.107
H -0.080 1.745 -1.448 0.097
```

- Charge: 0
- Highest occupied orbital energy: -9.690 eV
- LUMO energy: 0.0365 Eh
- Structure (SMILES): NC(=O)[C@H]1CN1
- HOMO-LUMO gap: 0.3926 hartree
- ΔE to the lowest compared entry with this formula, charge and spin: 115.80 kJ/mol

***

(3)
Below is a molecular structure, C7H20AlO4S, with properties calculated with ωB97M-V/def2-TZVPD.

Geometry as XYZ:
```
33
Properties=species:S:1:pos:R:3:lowdin_charge:R:1
C 3.530 -3.905 -1.335 -0.071
C 2.218 -4.382 -0.712 -0.296
O 1.244 -4.638 -1.715 -0.190
C -0.066 -4.167 -1.379 -0.333
C -0.281 -2.694 -1.748 -0.320
Al 0.034 -1.292 -0.296 0.189
H 3.701 -2.868 -1.064 0.066
H 4.355 -4.490 -0.935 0.055
H 3.494 -3.981 -2.416 0.068
H 2.376 -5.275 -0.100 0.105
H 1.856 -3.599 -0.051 0.038
H -0.745 -4.797 -1.959 0.094
H -0.268 -4.381 -0.325 0.096
H -1.298 -2.593 -2.129 0.024
H 0.371 -2.503 -2.600 0.035
H 0.923 -1.881 0.943 -0.133
H 0.830 -0.018 -0.918 -0.142
H -1.375 -0.747 0.322 -0.144
O -0.737 2.181 0.288 -0.306
S -1.826 2.873 0.887 0.550
O -2.820 3.526 0.083 -0.292
O -1.244 3.937 1.943 -0.271
C -0.253 4.855 1.460 -0.268
C -0.835 5.948 0.582 -0.081
C -2.623 1.815 2.043 -0.135
H 0.531 4.302 0.940 0.116
H 0.189 5.291 2.354 0.116
H -1.237 5.540 -0.344 0.069
H -0.060 6.673 0.327 0.075
H -1.647 6.462 1.098 0.079
H -1.868 1.348 2.667 0.076
H -3.142 1.060 1.458 0.065
H -3.327 2.401 2.631 0.066
```

- Charge: -1
- Highest occupied orbital energy: -4.485 eV
- LUMO energy: 0.1012 Eh
- HOMO-LUMO gap: 0.2660 hartree
- ΔE to the lowest compared entry with this formula, charge and spin: 0.00 kJ/mol